No. 1
CN3O3S | ωB97M-V with the def2-TZVPD basis set

CARTESIAN COORDINATES (ANGSTROEM)
S 0.46481 0.77256 -0.23661
O 0.19102 2.28166 0.73978
O 0.51759 -1.68166 -1.87677
O -1.79709 2.27718 1.79799
N -1.01248 1.72364 1.06735
N -1.05129 0.61623 0.47528
N 1.61510 -3.42731 -0.69808
C 1.07234 -2.56230 -1.26895

Atomic forces in eV per Å
0.3 0.7 0.1
0.7 -0.5 -0.6
-1.1 2.2 -0.7
-0.2 0.3 0.2
0.1 0.0 0.0
-0.9 -1.1 -0.2
0.5 -0.7 0.5
0.6 -1.0 0.6

net charge	-1
orbital gap	6.627	eV
ΔE to the lowest compared entry with this formula, charge and spin	37.7	kcal per mole
highest occupied orbital energy	-0.1587	Ha


No. 2
CN5O2 | ωB97M-V with the def2-TZVPD basis set

CARTESIAN COORDINATES (ANGSTROEM)
O -1.92561 1.08295 0.00889
O -2.01628 -1.07757 0.04090
N 1.95161 0.66347 0.05743
N 0.69508 1.10642 -0.03462
N 0.75164 -1.09548 -0.03790
N -1.40555 -0.03520 0.00485
N 1.96139 -0.66276 0.03365
C -0.01228 0.01817 -0.07321

Atomic forces in eV per Å
-0.7 -0.5 0.1
-0.1 -0.5 0.1
0.0 0.7 -0.4
1.2 1.0 0.4
-1.6 -0.7 0.0
-0.9 1.9 -0.4
0.6 0.6 0.1
1.5 -2.4 0.2

structure (SMILES)	[O-][N+]([O-])=C1N=NN=N1
net charge	-1
orbital gap	9.543	eV
ΔE to the lowest compared entry with this formula, charge and spin	75.6	kcal per mole
highest occupied orbital energy	-0.2136	Ha


No. 3
CN7 | ωB97M-V with the def2-TZVPD basis set

CARTESIAN COORDINATES (ANGSTROEM)
N -1.61418 1.08504 -0.55230
N 1.44534 0.29280 0.75813
N 1.69020 -0.97113 0.59185
N 0.70448 -1.61602 -0.01437
N 0.24784 0.48733 0.23840
N -0.57471 1.54392 0.06342
N -1.69572 -0.13270 -0.84813
C -0.20324 -0.68926 -0.23699

Atomic forces in eV per Å
-0.2 0.7 0.1
0.5 0.8 0.4
1.0 -0.1 0.5
-0.6 -0.6 -0.4
-0.6 -2.2 -0.8
0.5 1.5 0.5
3.4 -3.0 1.0
-3.9 2.8 -1.3

structure (SMILES)	n1nc2[n-]nnn2n1
net charge	-1
orbital gap	9.702	eV
ΔE to the lowest compared entry with this formula, charge and spin	23.3	kcal per mole
highest occupied orbital energy	-0.1684	Ha


No. 4
CO4P | ωB97M-V with the def2-TZVPD basis set

CARTESIAN COORDINATES (ANGSTROEM)
P 1.26196 1.33195 -0.41902
O -1.16773 -1.04337 -0.84636
O 2.19254 0.12297 -0.33327
O -1.12810 -0.81458 1.34157
O -0.18378 0.97403 0.03988
C -0.97490 -0.57100 0.21719

Atomic forces in eV per Å
0.2 -2.8 0.8
-0.1 0.1 -2.3
-1.0 2.1 -0.3
-0.2 0.3 3.7
0.7 0.9 -0.5
0.4 -0.6 -1.4

structure (SMILES)	O=POC(=O)[O-]
net charge	-1
orbital gap	9.747	eV
ΔE to the lowest compared entry with this formula, charge and spin	11.2	kcal per mole
highest occupied orbital energy	-0.1964	Ha


No. 5
CO4S | ωB97M-V with the def2-TZVPD basis set

CARTESIAN COORDINATES (ANGSTROEM)
S -1.84335 0.57649 0.08742
O 1.42332 0.65270 0.79934
O -0.73433 0.49326 -0.85394
O 1.84082 -0.92411 -0.82076
O -2.23336 -0.60780 0.75397
C 1.54691 -0.19053 0.03397

Atomic forces in eV per Å
1.5 0.7 -1.6
-0.6 0.7 1.6
-1.6 0.2 0.9
-0.6 -0.2 0.7
-0.3 -0.8 0.6
1.6 -0.6 -2.1

orbital gap	10.840	eV
ΔE to the lowest compared entry with this formula, charge and spin	3.2	kcal per mole
highest occupied orbital energy	-0.4513	Ha


No. 6
CO4S2 | ωB97M-V with the def2-TZVPD basis set

CARTESIAN COORDINATES (ANGSTROEM)
S 1.60619 -0.13933 1.70477
S -0.59628 -0.47066 -0.34944
O -0.53933 -0.26323 -1.79648
O 0.97018 2.29229 -0.28906
O -0.43389 -1.89499 0.00477
O -1.78514 0.11589 0.28877
C 0.77828 0.36002 0.43668

Atomic forces in eV per Å
0.2 -0.1 0.1
-1.4 -1.2 -0.5
0.3 0.2 0.6
-0.3 -4.4 1.7
0.1 0.5 -0.1
0.7 0.0 -0.2
0.3 5.0 -1.6

net charge	-2
orbital gap (spin up / spin down)	5.597 / 5.636	eV
ΔE to the lowest compared entry with this formula, charge and spin	118.4	kcal per mole
highest occupied orbital energy (spin up / spin down)	0.0056 / 0.0041	Ha


No. 7
Ca2F2H2O4PRb | ωB97M-V with the def2-TZVPD basis set

CARTESIAN COORDINATES (ANGSTROEM)
Rb 4.26852 -1.22325 0.30869
Ca 0.92885 -0.16730 -1.92688
Ca 0.08011 -1.61522 1.08839
P -1.43333 1.26062 0.42984
F -0.82970 2.55839 1.05603
F -2.94989 1.47887 0.43002
O -1.09912 0.17825 1.42284
O 1.58353 -0.24699 0.24615
O -0.45819 -1.79555 -1.09576
O -0.91755 1.18366 -0.97441
H 1.87686 0.48472 0.79562
H -1.05008 -2.09620 -1.78052

Atomic forces in eV per Å
0.7 -0.1 0.2
-2.5 0.6 1.1
-1.6 0.1 -0.5
0.9 0.5 0.0
-0.7 -0.3 -0.2
0.3 0.2 0.1
-0.1 -0.3 -0.3
1.3 -0.5 -0.6
1.8 0.5 0.2
0.6 -0.6 0.0
-0.3 0.3 0.0
-0.5 -0.4 0.1

net charge	+2
orbital gap	8.911	eV
ΔE to the lowest compared entry with this formula, charge and spin	5.6	kcal per mole
highest occupied orbital energy	-0.6236	Ha


No. 8
Ca3H2N2O7 | ωB97M-V with the def2-TZVPD basis set

CARTESIAN COORDINATES (ANGSTROEM)
Ca 8.80417 -19.82418 1.72441
Ca 5.10909 -25.13776 1.54341
Ca 4.15139 -20.11297 -1.61096
O 3.36683 -18.83941 2.35018
O 4.75978 -20.83090 0.70142
O 7.28807 -17.21423 -1.61018
O 5.93883 -18.80773 -1.04842
O 5.51416 -22.78462 1.42237
O 6.69746 -20.97599 1.56980
O 7.80548 -18.49968 0.02428
N 5.62717 -21.52690 1.25566
N 7.05752 -18.17881 -0.94714
H 3.99769 -19.27872 1.77787
H 2.49697 -19.13629 2.05159

Atomic forces in eV per Å
-0.8 1.3 -1.0
0.0 0.5 0.3
1.0 1.6 0.4
-0.1 -0.2 -0.3
-0.1 -1.7 0.1
-0.1 -1.3 0.2
-0.9 -1.6 -0.6
-0.6 0.0 -0.2
-0.5 -0.9 0.4
0.9 -1.5 0.9
1.4 0.9 -0.8
-0.3 2.5 0.1
0.0 0.1 0.1
-0.1 0.2 0.3

net charge	+4
orbital gap	6.655	eV
ΔE to the lowest compared entry with this formula, charge and spin	0.0	kcal per mole
highest occupied orbital energy	-0.7959	Ha


No. 9
Ca6O4P | ωB97M-V with the def2-TZVPD basis set

CARTESIAN COORDINATES (ANGSTROEM)
Ca 1.44590 -0.64223 2.57013
Ca 0.36450 -2.17552 -1.61848
Ca -3.18172 -0.58985 0.88145
Ca -0.28075 2.94369 0.69217
Ca 3.35078 -0.98912 -0.53289
Ca -0.60834 1.38999 -2.94710
P -0.27936 0.02923 0.07989
O -0.28298 0.60959 1.51196
O 1.15763 -0.66467 0.07740
O -1.18841 -1.30266 0.03056
O -0.49724 1.39156 -0.74509

Atomic forces in eV per Å
0.0 -0.3 4.3
-1.8 -4.9 -1.3
-4.4 -1.2 1.8
-0.1 4.9 3.0
5.3 -0.1 -0.6
-1.4 2.8 -4.7
-0.7 -0.1 4.9
-0.3 -0.2 -0.9
1.1 0.0 -2.6
1.9 3.9 -2.4
0.4 -4.7 -1.4

net charge	+9
orbital gap	10.313	eV
ΔE to the lowest compared entry with this formula, charge and spin	87.4	kcal per mole
highest occupied orbital energy	-1.6244	Ha


No. 10
CaH2O | ωB97M-V with the def2-TZVPD basis set

CARTESIAN COORDINATES (ANGSTROEM)
Ca -0.01281 0.27472 -0.11985
O -0.10614 2.21522 -0.96635
H 0.14635 2.46918 -1.88287
H -0.27882 3.07012 -0.51073

Atomic forces in eV per Å
0.0 -1.0 0.5
0.1 1.3 -0.5
-0.2 0.0 0.3
0.0 -0.3 -0.2

net charge	+2
orbital gap	13.117	eV
ΔE to the lowest compared entry with this formula, charge and spin	0.1	kcal per mole
highest occupied orbital energy	-0.8867	Ha


No. 11
CaI | ωB97M-V with the def2-TZVPD basis set

CARTESIAN COORDINATES (ANGSTROEM)
I -1.07212 -0.56144 0.70295
Ca 1.07212 0.56144 -0.70294

Atomic forces in eV per Å
0.7 0.4 -0.5
-0.7 -0.4 0.5

net charge	+1
orbital gap	6.937	eV
ΔE to the lowest compared entry with this formula, charge and spin	1.2	kcal per mole
highest occupied orbital energy	-0.4866	Ha


No. 12
CaI2 | ωB97M-V with the def2-TZVPD basis set

CARTESIAN COORDINATES (ANGSTROEM)
I 21.43742 16.93363 -2.76321
I 21.16050 20.12405 -3.45296
Ca 21.47734 18.84830 -1.56994

Atomic forces in eV per Å
0.0 -9.6 -4.5
-1.2 6.1 -6.8
1.3 3.5 11.4

orbital gap	7.340	eV
ΔE to the lowest compared entry with this formula, charge and spin	100.0	kcal per mole
highest occupied orbital energy	-0.3019	Ha


Values of molecular weight, in order: 134.10 114.04 110.06 106.98 108.07 140.14 300.61 262.26 335.44 58.09 166.98 293.89, all in g mol⁻¹.
Values of F_max, in order: 2.576 2.810 4.959 3.757 2.734 5.297 2.763 2.513 5.745 1.386 0.902 11.988, all in eV/Å.